# C15H19N3O5

The molecule C15H19N3O5 in a non-equilibrium geometry (ωB97M-V/def2-TZVPD, OMol25).

The HOMO energy is -8.9 eV. The value obtained for the maximum force is 1.2 eV/Å. The energy above the lowest of the compared OMol25 structures with the same formula, charge and spin is 45.15 kcal per mole. The calculation puts the total energy at -1123.4630 Ha. Its LUMO energy is -0.013 hartree. The HOMO-LUMO gap comes out at 8.510 eV. The SMILES is COCCNC(=O)CC(=O)N/N=C/c1ccc(C(=O)OC)cc1.

Last column: natural (NBO) charge in e.
CARTESIAN COORDINATES (ANGSTROEM)
C1 -5.162 1.784 -4.507  -0.251
O1 -3.944 1.242 -4.060  -0.536
C2 -2.796 1.933 -4.491  -0.071
C3 -2.587 3.291 -3.796  -0.258
N1 -2.562 3.153 -2.359  -0.627
C4 -1.423 2.847 -1.709  0.691
O2 -0.321 2.844 -2.210  -0.619
C5 -1.638 2.569 -0.211  -0.611
C6 -2.720 1.545 -0.022  0.687
O3 -3.889 1.735 -0.298  -0.615
N2 -2.325 0.332 0.463  -0.428
N3 -1.061 0.039 0.777  -0.215
C7 -0.764 -1.124 1.200  0.059
C8 0.596 -1.474 1.546  -0.086
C9 0.871 -2.733 2.088  -0.188
C10 2.160 -3.085 2.429  -0.192
C11 3.202 -2.182 2.230  -0.093
C12 4.604 -2.513 2.581  0.760
O4 5.537 -1.763 2.435  -0.589
O5 4.732 -3.750 3.087  -0.509
C13 6.050 -4.135 3.445  -0.259
C14 2.935 -0.926 1.684  -0.166
C15 1.647 -0.574 1.345  -0.187
H1 -5.934 1.074 -4.217  0.197
H2 -5.166 1.901 -5.598  0.164
H3 -5.380 2.753 -4.045  0.160
H4 -1.959 1.278 -4.241  0.199
H5 -2.822 2.086 -5.580  0.164
H6 -3.379 3.993 -4.066  0.196
H7 -1.622 3.694 -4.110  0.234
H8 -3.436 2.913 -1.904  0.427
H9 -0.698 2.232 0.221  0.266
H10 -1.955 3.505 0.250  0.256
H11 -3.058 -0.379 0.560  0.380
H12 -1.527 -1.904 1.321  0.157
H13 0.063 -3.434 2.243  0.211
H14 2.370 -4.056 2.849  0.233
H15 5.971 -5.133 3.870  0.195
H16 6.465 -3.437 4.174  0.196
H17 6.695 -4.144 2.564  0.194
H18 3.758 -0.245 1.534  0.239
H19 1.430 0.390 0.916  0.234

---

# C29H42BIrN10O2S2

A structure of composition C29H42BIrN10O2S2 in a non-equilibrium geometry (ωB97M-V/def2-TZVPD, OMol25).

The HOMO energy (alpha / beta) is -16.0 / -16.0 eV. The value obtained for the maximum force is 3.5 eV/Å. Its spin multiplicity is 6. The calculation puts the total energy at -2752.8478 Ha. Its LUMO energy (alpha / beta) is -0.291 / -0.477 hartree. The HOMO-LUMO gap (alpha / beta) comes out at 8.083 / 3.041 eV. As for the total charge: +3. As for the expectation value of S²: 8.771.

Last column: Mulliken charge in e.
CARTESIAN COORDINATES (ANGSTROEM)
Ir1 0.097 1.248 -1.283  4.355
C1 -1.903 0.066 -5.145  -1.066
C2 -1.447 -0.216 -3.860  -0.073
N1 -0.968 0.890 -3.300  -0.217
N2 -1.117 1.899 -4.182  0.312
C3 -1.676 1.435 -5.297  0.073
B1 -0.658 3.335 -3.865  -0.376
N3 -1.376 3.754 -2.564  0.116
C4 -2.288 4.716 -2.404  -0.178
C5 -2.724 4.701 -1.081  -1.147
C6 -2.014 3.665 -0.490  -0.365
N4 -1.218 3.099 -1.401  -0.297
N5 0.862 3.268 -3.623  0.284
C7 1.840 3.785 -4.370  -0.176
C8 3.062 3.373 -3.846  -1.179
C9 2.727 2.583 -2.752  -0.497
N6 1.403 2.539 -2.632  -0.479
H1 -2.331 -0.605 -5.862  0.468
H2 -1.440 -1.153 -3.339  0.517
H3 -1.890 2.063 -6.136  0.534
H4 -0.903 4.078 -4.739  -0.027
H5 -2.591 5.352 -3.211  0.505
H6 -3.445 5.337 -0.612  0.484
H7 -2.028 3.329 0.530  0.570
H8 1.644 4.412 -5.216  0.508
H9 4.038 3.625 -4.204  0.474
H10 3.362 2.087 -2.045  0.660
C10 3.535 -0.528 1.562  -0.702
C11 4.524 -1.319 0.717  -0.717
C12 4.521 -0.935 -0.753  -0.705
S1 2.914 -1.162 -1.649  0.149
O1 2.010 -0.096 -1.098  -1.274
C13 2.228 -2.735 -0.953  -0.246
C14 2.876 -3.931 -1.620  -0.457
C15 2.437 -4.069 -3.066  -1.254
H11 3.617 -0.833 2.603  0.488
H12 2.504 -0.693 1.243  -0.134
H13 3.746 0.538 1.500  0.354
H14 4.368 -2.392 0.844  0.223
H15 5.537 -1.111 1.082  0.479
H16 5.245 -1.520 -1.319  0.540
H17 4.757 0.122 -0.876  0.448
H18 1.164 -2.692 -1.187  -0.023
H19 2.354 -2.721 0.127  0.408
H20 2.584 -4.830 -1.067  0.426
H21 3.964 -3.868 -1.563  0.263
H22 1.362 -4.210 -3.141  0.294
H23 2.918 -4.920 -3.539  0.413
H24 2.690 -3.171 -3.628  0.332
N7 1.244 3.817 0.324  0.110
C16 1.779 4.337 1.436  -0.264
C17 1.719 3.356 2.408  -1.257
C18 1.125 2.263 1.783  -0.705
N8 0.837 2.552 0.517  -0.069
H25 1.120 4.265 -0.570  0.060
H26 2.165 5.337 1.469  0.511
H27 2.042 3.418 3.426  0.508
H28 0.904 1.304 2.205  0.773
C19 -0.756 -4.408 3.269  -1.055
C20 -1.941 -4.486 2.314  -0.794
C21 -1.850 -3.490 1.165  -0.411
N9 -1.969 -2.145 1.693  0.283
C22 -1.655 -1.038 1.062  0.457
S2 -1.025 -1.101 -0.528  -0.284
N10 -1.780 0.185 1.629  0.142
C23 -2.051 0.623 2.962  0.410
O2 -1.534 1.655 3.292  -0.511
C24 -2.949 -0.183 3.809  0.266
C25 -4.091 -0.805 3.294  -0.171
C26 -4.948 -1.502 4.140  -0.547
C27 -4.685 -1.569 5.502  -0.576
C28 -3.572 -0.926 6.024  -0.637
C29 -2.723 -0.208 5.191  -0.661
H29 -0.966 -5.002 4.153  0.361
H30 -0.556 -3.386 3.588  0.268
H31 0.146 -4.806 2.811  0.311
H32 -2.872 -4.309 2.857  0.371
H33 -2.001 -5.489 1.897  0.418
H34 -2.653 -3.665 0.441  0.388
H35 -0.896 -3.576 0.638  0.208
H36 -2.374 -2.082 2.626  0.136
H37 -1.358 0.938 1.077  -0.463
H38 -4.344 -0.700 2.249  0.459
H39 -5.815 -1.994 3.728  0.466
H40 -5.351 -2.118 6.150  0.447
H41 -3.359 -0.986 7.081  0.454
H42 -1.883 0.333 5.600  0.508

---

# C27H23AsBr4N2O3PReSe3

A structure of composition C27H23AsBr4N2O3PReSe3 (ωB97M-V/def2-TZVPD, OMol25).

The HOMO energy (alpha / beta) is -10.3 / -10.4 eV. The value obtained for the maximum force is 0.3 eV/Å. Its spin multiplicity is 2. The energy above the lowest of the compared OMol25 structures with the same formula, charge and spin is 5.01 kcal per mole. The calculation puts the total energy at -21533.5541 Ha. Its LUMO energy (alpha / beta) is -0.163 / -0.153 hartree. The HOMO-LUMO gap (alpha / beta) comes out at 5.888 / 6.181 eV. As for the total charge: +1. As for the expectation value of S²: 0.759.

Last column: natural (NBO) charge in e.
CARTESIAN COORDINATES (ANGSTROEM)
Re1 -0.643 0.617 -0.605  1.161
Se1 1.181 -0.775 0.467  -0.255
P1 -0.177 -1.089 2.161  1.079
Se2 -1.787 0.313 1.579  -0.154
C1 -0.737 -2.800 2.183  -0.429
C2 0.120 -3.777 2.693  -0.187
C3 -0.247 -5.110 2.633  -0.190
C4 -1.464 -5.471 2.068  -0.197
C5 -2.314 -4.500 1.560  -0.159
C6 -1.953 -3.161 1.612  -0.206
C7 0.560 -0.742 3.759  -0.360
C8 1.631 0.148 3.827  -0.204
C9 2.159 0.488 5.062  -0.191
C10 1.616 -0.050 6.221  -0.170
C11 0.544 -0.928 6.152  -0.200
C12 0.011 -1.279 4.922  -0.200
H1 1.068 -3.499 3.138  0.230
H2 0.414 -5.868 3.032  0.229
H3 -1.752 -6.513 2.031  0.228
H4 -3.267 -4.783 1.133  0.218
H5 -2.615 -2.399 1.217  0.240
H6 2.053 0.564 2.920  0.232
H7 2.995 1.173 5.120  0.226
H8 2.032 0.217 7.183  0.229
H9 0.122 -1.344 7.057  0.231
H10 -0.824 -1.966 4.871  0.230
Br1 -0.176 3.741 -6.804  0.132
C13 -0.780 3.172 -5.118  -0.148
C14 -2.012 3.612 -4.614  -0.158
Br2 -3.074 4.802 -5.609  0.135
C15 -2.460 3.166 -3.373  -0.145
Br3 -4.098 3.698 -2.621  0.121
C16 -1.682 2.283 -2.632  0.177
O1 -2.052 1.793 -1.442  -0.699
C17 -0.438 1.872 -3.120  0.241
O2 0.263 1.024 -2.347  -0.720
C18 0.004 2.302 -4.365  -0.178
Br4 1.655 1.623 -4.967  0.102
C19 -1.606 -3.609 -2.454  -0.988
As1 -0.884 -1.875 -2.776  1.981
C20 -1.619 -1.129 -4.367  -0.989
C21 1.014 -1.979 -2.911  -1.001
O3 -1.468 -0.947 -1.463  -1.010
H11 -1.294 -4.293 -3.242  0.258
H12 -2.691 -3.535 -2.429  0.265
H13 -1.239 -3.954 -1.488  0.267
H14 -1.484 -1.826 -5.193  0.261
H15 -1.107 -0.192 -4.580  0.273
H16 -2.679 -0.946 -4.197  0.270
H17 1.251 -2.534 -3.819  0.261
H18 1.408 -2.496 -2.039  0.267
H19 1.399 -0.964 -2.979  0.291
Se3 -1.231 3.792 0.323  1.107
N1 0.045 2.550 0.011  -0.733
C22 1.236 3.091 0.258  0.252
C23 2.509 2.497 0.024  -0.264
C24 3.616 3.215 0.340  -0.132
C25 3.549 4.537 0.894  -0.207
C26 2.362 5.148 1.101  -0.173
C27 1.163 4.438 0.771  0.069
N2 -0.048 4.948 0.884  -0.561
H20 2.579 1.520 -0.424  0.237
H21 4.591 2.784 0.154  0.228
H22 4.473 5.050 1.124  0.233
H23 2.280 6.153 1.491  0.244

---

Question: Which of these has the highest maximum force?
Answer: C29H42BIrN10O2S2

---

Copy entry 1 word for word.
# C15H19N3O5

The molecule C15H19N3O5 in a non-equilibrium geometry (ωB97M-V/def2-TZVPD, OMol25).

The HOMO energy is -8.9 eV. The value obtained for the maximum force is 1.2 eV/Å. The energy above the lowest of the compared OMol25 structures with the same formula, charge and spin is 45.15 kcal per mole. The calculation puts the total energy at -1123.4630 Ha. Its LUMO energy is -0.013 hartree. The HOMO-LUMO gap comes out at 8.510 eV. The SMILES is COCCNC(=O)CC(=O)N/N=C/c1ccc(C(=O)OC)cc1.

Last column: natural (NBO) charge in e.
CARTESIAN COORDINATES (ANGSTROEM)
C1 -5.162 1.784 -4.507  -0.251
O1 -3.944 1.242 -4.060  -0.536
C2 -2.796 1.933 -4.491  -0.071
C3 -2.587 3.291 -3.796  -0.258
N1 -2.562 3.153 -2.359  -0.627
C4 -1.423 2.847 -1.709  0.691
O2 -0.321 2.844 -2.210  -0.619
C5 -1.638 2.569 -0.211  -0.611
C6 -2.720 1.545 -0.022  0.687
O3 -3.889 1.735 -0.298  -0.615
N2 -2.325 0.332 0.463  -0.428
N3 -1.061 0.039 0.777  -0.215
C7 -0.764 -1.124 1.200  0.059
C8 0.596 -1.474 1.546  -0.086
C9 0.871 -2.733 2.088  -0.188
C10 2.160 -3.085 2.429  -0.192
C11 3.202 -2.182 2.230  -0.093
C12 4.604 -2.513 2.581  0.760
O4 5.537 -1.763 2.435  -0.589
O5 4.732 -3.750 3.087  -0.509
C13 6.050 -4.135 3.445  -0.259
C14 2.935 -0.926 1.684  -0.166
C15 1.647 -0.574 1.345  -0.187
H1 -5.934 1.074 -4.217  0.197
H2 -5.166 1.901 -5.598  0.164
H3 -5.380 2.753 -4.045  0.160
H4 -1.959 1.278 -4.241  0.199
H5 -2.822 2.086 -5.580  0.164
H6 -3.379 3.993 -4.066  0.196
H7 -1.622 3.694 -4.110  0.234
H8 -3.436 2.913 -1.904  0.427
H9 -0.698 2.232 0.221  0.266
H10 -1.955 3.505 0.250  0.256
H11 -3.058 -0.379 0.560  0.380
H12 -1.527 -1.904 1.321  0.157
H13 0.063 -3.434 2.243  0.211
H14 2.370 -4.056 2.849  0.233
H15 5.971 -5.133 3.870  0.195
H16 6.465 -3.437 4.174  0.196
H17 6.695 -4.144 2.564  0.194
H18 3.758 -0.245 1.534  0.239
H19 1.430 0.390 0.916  0.234

---

Question: Among the records above, which one has the lowest total energy?
Answer: C27H23AsBr4N2O3PReSe3